# C22H30N2O5

C22H30N2O5 in the gas phase (ωB97M-V with the def2-TZVPD basis set, the Open Molecules 2025 dataset).

The geometry in ORCA input format:
```
! RIJCOSX wB97M-V def2-TZVPD def2/J DEFGRID3
* xyz 0 1
C 0.960 3.278 -2.844
C 0.228 2.718 -1.666
C 0.330 3.305 -0.422
C -0.335 2.752 0.668
C -1.127 1.596 0.560
C -1.219 1.007 -0.728
C -0.549 1.570 -1.802
H -0.616 1.114 -2.777
O -1.970 -0.120 -0.858
C -2.352 -0.555 -2.153
C -3.448 -1.604 -1.968
H -4.307 -1.163 -1.469
H -3.076 -2.428 -1.363
H -3.753 -1.982 -2.939
H -2.745 0.287 -2.738
C -1.202 -1.192 -2.948
O -1.152 -1.125 -4.160
N -0.312 -1.855 -2.195
H -0.377 -1.826 -1.189
C 0.812 -2.552 -2.782
H 1.165 -1.961 -3.633
C 1.918 -2.764 -1.758
H 1.527 -3.392 -0.956
H 2.732 -3.305 -2.240
C 2.430 -1.447 -1.152
N 2.044 -1.325 0.246
C 2.862 -2.162 1.113
H 2.806 -3.201 0.783
C 2.345 -2.055 2.547
O 2.389 -0.728 3.009
C 1.634 0.108 2.167
C 2.132 0.048 0.723
H 1.508 0.686 0.095
H 3.170 0.421 0.685
H 1.730 1.118 2.567
H 0.577 -0.197 2.194
H 2.969 -2.639 3.226
H 1.311 -2.430 2.586
H 3.920 -1.844 1.087
H 1.987 -0.605 -1.689
H 3.525 -1.374 -1.266
H 0.476 -3.521 -3.172
C -1.774 1.117 1.763
C -1.602 1.799 2.929
C -0.769 2.992 2.995
O -0.564 3.645 3.991
O -0.170 3.400 1.840
C -2.221 1.403 4.236
H -1.927 2.130 4.989
H -1.876 0.420 4.552
H -3.308 1.389 4.171
C -2.622 -0.114 1.724
H -3.452 0.026 1.036
H -2.039 -0.959 1.363
H -3.015 -0.352 2.706
H 0.918 4.195 -0.264
H 0.498 2.964 -3.776
H 0.982 4.364 -2.802
H 1.992 2.923 -2.840
*
```

Calculated values
Lowest unoccupied orbital energy, eV: 0.235
Molar mass, g mol⁻¹: 402.5
SMILES string: Cc1cc(O[C@H](C)C(=O)NCCCN2CCOCC2)c2c(C)c(C)c(=O)oc2c1
Energy relative to the best compared isomer or geometry (same formula, charge and spin), eV: 1.263
Frontier orbital gap, Ha: 0.3203